[1]
This record from the Open Molecules 2025 dataset describes a 9-piece molecular cluster, C27H42O27 overall at a distorted geometry. The level of theory is ωB97M-V/def2-TZVPD.

```
! wB97M-V def2-TZVPD RIJCOSX def2/J DEFGRID3
* xyz 1 2
C 3.77 -3.68 3.08
C 3.31 -2.39 3.72
O 2.55 -1.81 2.75
C 2.74 -2.43 1.60
O 2.20 -2.08 0.57
O 3.61 -3.38 1.71
H 3.15 -4.56 3.26
H 4.81 -3.93 3.27
H 4.11 -1.65 3.80
H 2.86 -2.54 4.70
C -0.38 5.81 -1.25
C -0.53 4.61 -0.34
O 0.29 4.94 0.77
C 1.11 5.95 0.41
O 1.99 6.41 1.16
O 0.86 6.34 -0.85
H -1.28 6.41 -1.10
H -0.36 5.49 -2.29
H -0.17 3.68 -0.78
H -1.54 4.38 -0.02
C -0.14 0.54 -0.28
C -0.59 -0.69 -1.02
O -1.73 -1.13 -0.34
C -2.00 -0.28 0.69
O -2.91 -0.48 1.47
O -1.06 0.67 0.75
H -0.18 1.39 -0.95
H 0.91 0.40 -0.02
H 0.17 -1.47 -1.07
H -0.82 -0.34 -2.02
C -5.15 1.50 3.37
C -4.24 0.67 4.30
O -3.81 1.63 5.16
C -4.72 2.61 5.24
O -4.77 3.49 6.06
O -5.60 2.47 4.29
H -6.01 0.92 3.03
H -4.61 2.06 2.61
H -3.34 0.37 3.78
H -4.76 -0.15 4.80
C -0.15 -4.56 -0.73
C 0.71 -5.09 0.48
O -0.04 -4.61 1.56
C -1.26 -4.21 1.22
O -2.15 -4.01 2.08
O -1.37 -4.07 -0.14
H -0.35 -5.47 -1.29
H 0.35 -3.80 -1.33
H 1.69 -4.64 0.29
H 0.72 -6.17 0.59
C 2.78 5.06 -3.75
C 4.17 4.57 -3.35
O 3.93 3.65 -2.27
C 2.62 3.44 -2.11
O 2.12 2.77 -1.16
O 1.92 4.15 -3.05
H 2.62 5.05 -4.83
H 2.62 6.08 -3.37
H 4.70 5.46 -3.00
H 4.65 3.98 -4.12
C -9.24 1.60 -0.72
O -8.56 0.37 -0.78
C -7.40 0.19 -0.13
O -6.92 0.92 0.68
O -6.82 -0.84 -0.62
C -5.55 -1.27 -0.15
H -9.66 1.83 0.26
H -10.05 1.57 -1.44
H -8.57 2.37 -1.10
H -4.76 -0.78 -0.72
H -5.43 -2.32 -0.40
H -5.45 -1.10 0.92
C 4.20 1.26 0.45
O 4.54 0.39 1.52
C 5.29 0.97 2.50
O 5.33 2.15 2.82
O 5.96 0.01 3.08
C 6.72 0.04 4.30
H 5.19 1.46 0.04
H 3.75 2.22 0.73
H 3.77 0.85 -0.46
H 6.39 -0.82 4.90
H 6.61 0.91 4.95
H 7.80 -0.05 4.16
C 2.37 -5.97 -5.84
O 1.92 -4.68 -5.91
C 1.27 -4.14 -4.89
O 1.22 -4.58 -3.75
O 0.87 -2.94 -5.26
C 0.09 -2.14 -4.44
H 1.55 -6.65 -6.06
H 2.92 -6.21 -4.93
H 3.02 -6.07 -6.71
H 0.45 -1.12 -4.55
H 0.06 -2.49 -3.40
H -0.93 -2.27 -4.79
*
```

HOMO energy (spin up / spin down) (eV): -12.036 / -12.036
Expectation value of S²: 0.7574
LUMO energy (spin up / spin down) (eV): -3.12 / -9.89
Frontier orbital gap (spin up / spin down) (eV): 8.920 / 2.149

***

[2]
This record from the Open Molecules 2025 dataset describes C16H18ClN4O6Ti as an isolated structure at a distorted geometry. The level of theory is ωB97M-V/def2-TZVPD.

```
! wB97M-V def2-TZVPD RIJCOSX def2/J DEFGRID3
* xyz 0 4
Ti 0.11 0.40 -0.59
Cl -0.66 3.23 -1.90
O -0.71 2.97 -0.46
O -0.34 1.94 -2.52
O -1.93 3.67 -2.35
O 0.39 4.16 -2.18
N 0.87 -1.80 -0.42
C 1.82 -1.94 0.50
C 2.02 -3.10 1.21
C 1.20 -4.19 0.96
C 0.21 -4.06 -0.01
C 0.13 -2.88 -0.69
H 2.38 -1.07 0.83
H 2.60 -3.09 2.13
H 1.32 -5.12 1.49
H -0.40 -4.91 -0.28
H -0.60 -2.79 -1.49
N -2.60 -0.18 -0.19
C -3.26 -1.32 -0.35
C -4.60 -1.49 -0.04
C -5.28 -0.37 0.40
C -4.63 0.85 0.54
C -3.29 0.89 0.22
H -2.65 -2.15 -0.70
H -5.12 -2.43 -0.12
H -6.31 -0.49 0.71
H -5.12 1.64 1.08
H -2.68 1.77 0.37
N 2.40 1.30 -1.13
C 3.20 2.26 -0.70
C 4.54 2.30 -1.04
C 5.05 1.36 -1.91
C 4.23 0.31 -2.30
C 2.90 0.34 -1.91
H 2.74 3.07 -0.16
H 5.18 3.06 -0.62
H 6.06 1.40 -2.28
H 4.61 -0.45 -2.96
H 2.24 -0.40 -2.34
C -1.45 1.21 3.25
N -0.11 0.84 2.80
O 0.88 1.35 3.42
O 0.01 0.15 1.69
H -2.04 0.29 3.24
H -1.88 1.91 2.53
H -1.38 1.56 4.27
*
```

HOMO energy (spin up / spin down) (eV): -5.565 / -8.401
Expectation value of S²: 3.7570
LUMO energy (spin up / spin down) (eV): -0.19 / -0.18
Frontier orbital gap (spin up / spin down) (eV): 5.376 / 8.216

***

[3]
This record from the Open Molecules 2025 dataset describes an isolated ion of composition C3H6NO and charge +1 at a distorted geometry. The level of theory is ωB97M-V/def2-TZVPD.

```
! wB97M-V def2-TZVPD RIJCOSX def2/J DEFGRID3
* xyz 1 1
C 0.73 -0.60 0.14
C 1.80 0.12 -0.03
C -1.44 0.53 0.07
N -0.70 -0.78 0.06
O 2.98 0.47 0.32
H -1.38 1.07 1.01
H -1.16 1.31 -0.66
H -2.30 0.17 -0.37
H -1.06 -1.52 0.73
H -0.93 -1.32 -0.77
H 3.46 0.56 -0.49
*
```

HOMO energy (eV): -14.408
SMILES string: C[NH2+]C#CO
LUMO energy (eV): -4.05
Energy above the lowest of the compared OMol25 structures with the same formula, charge and spin (kJ/mol): 336.39
Frontier orbital gap (eV): 10.363

***

[4]
This record from the Open Molecules 2025 dataset describes C27H27FeN5P2S as an isolated structure at a distorted geometry. The level of theory is ωB97M-V/def2-TZVPD.

```
! wB97M-V def2-TZVPD RIJCOSX def2/J DEFGRID3
* xyz 2 5
Fe -0.11 0.08 -0.19
C 0.94 0.06 5.19
C 1.80 -0.09 3.99
N 3.09 -0.09 3.95
N 3.42 -0.22 2.64
C 2.36 -0.30 1.83
S 2.28 -0.45 0.16
N 1.31 -0.21 2.69
N -0.01 -0.29 2.25
H 1.58 0.12 6.07
H 0.26 -0.79 5.29
H 0.35 0.98 5.12
H 4.39 -0.26 2.37
H -0.39 -1.20 2.48
H -0.56 0.41 2.74
N -2.13 2.12 -0.42
P -2.51 0.49 -0.09
C -4.32 0.50 0.08
C -5.12 1.06 -0.91
C -6.49 1.12 -0.72
C -7.06 0.61 0.44
C -6.26 0.03 1.42
C -4.89 -0.03 1.24
C -2.15 -0.35 -1.69
C -2.08 -1.75 -1.65
C -1.98 -2.47 -2.83
C -1.92 -1.80 -4.05
C -1.96 -0.41 -4.08
C -2.07 0.32 -2.91
P -0.46 2.47 -0.30
C 0.07 2.85 -2.00
C 1.05 2.04 -2.58
C 1.43 2.25 -3.90
C 0.85 3.27 -4.63
C -0.12 4.08 -4.06
C -0.50 3.89 -2.74
C -0.44 4.07 0.55
C -1.40 4.36 1.52
C -1.39 5.59 2.15
C -0.41 6.52 1.83
C 0.57 6.22 0.89
C 0.56 4.99 0.25
H -2.84 2.85 -0.43
H -4.67 1.43 -1.83
H -7.11 1.55 -1.49
H -8.13 0.66 0.58
H -6.71 -0.38 2.32
H -4.26 -0.48 2.00
H -2.15 -2.27 -0.70
H -1.95 -3.55 -2.81
H -1.85 -2.36 -4.97
H -1.90 0.11 -5.03
H -2.11 1.40 -2.95
H 1.52 1.26 -2.00
H 2.20 1.63 -4.34
H 1.16 3.44 -5.65
H -0.58 4.87 -4.64
H -1.25 4.53 -2.28
H -2.16 3.63 1.78
H -2.14 5.83 2.89
H -0.40 7.49 2.32
H 1.33 6.95 0.64
H 1.31 4.75 -0.49
*
```

HOMO energy (spin up / spin down) (eV): -14.182 / -14.453
Expectation value of S²: 6.0145
LUMO energy (spin up / spin down) (eV): -5.70 / -6.64
Energy above the lowest of the compared OMol25 structures with the same formula, charge and spin (kJ/mol): 37.33
Frontier orbital gap (spin up / spin down) (eV): 8.481 / 7.813

***

[5]
This record from the Open Molecules 2025 dataset describes C4H10FO3PSi as an isolated structure at a distorted geometry. The level of theory is ωB97M-V/def2-TZVPD.

```
! wB97M-V def2-TZVPD RIJCOSX def2/J DEFGRID3
* xyz -2 1
C -1.42 -1.27 1.46
C 0.94 0.47 1.65
C 0.58 -1.78 -0.62
C 0.98 1.33 -1.48
O -1.51 1.53 -2.86
O -1.04 3.16 -0.93
O -1.32 0.65 -0.43
F 1.56 0.91 -2.73
Si -0.20 -0.26 0.28
P -0.76 1.84 -1.60
H -2.23 -1.73 0.90
H -0.90 -2.06 1.99
H -1.88 -0.63 2.21
H 0.44 1.33 2.08
H 1.11 -0.26 2.45
H 1.90 0.80 1.27
H 1.50 -1.54 -1.15
H 0.79 -2.59 0.08
H -0.12 -2.14 -1.36
H 1.58 2.22 -1.20
*
```

HOMO energy (eV): 1.007
LUMO energy (eV): 6.43
Energy above the lowest of the compared OMol25 structures with the same formula, charge and spin (kJ/mol): 0.00
Frontier orbital gap (eV): 5.427

***

[6]
This record from the Open Molecules 2025 dataset describes C12H36ClI2MnN3OP3 as an isolated structure at a distorted geometry. The level of theory is ωB97M-V/def2-TZVPD.

```
! wB97M-V def2-TZVPD RIJCOSX def2/J DEFGRID3
* xyz 2 5
I 0.29 1.17 -5.82
I -0.43 2.71 -3.28
Mn -0.06 0.58 -1.90
P -2.50 -0.07 -1.94
C -3.38 0.99 -0.76
C -3.09 0.31 -3.62
H -4.18 0.25 -3.72
H -4.23 -1.81 -1.70
H -2.59 -0.37 -4.33
H -2.62 -2.48 -2.16
H -3.10 2.04 -0.94
H -2.75 1.32 -3.88
C -3.14 -1.74 -1.53
H -4.47 0.89 -0.85
H -2.93 -1.96 -0.47
H -3.06 0.72 0.27
P 2.47 -0.04 -1.97
C 3.44 1.06 -0.89
C 3.15 -1.71 -1.63
H 2.52 -0.36 -4.35
H 4.11 0.29 -3.80
H 2.65 1.35 -3.91
C 3.02 0.34 -3.67
H 2.66 -2.43 -2.30
H 4.24 -1.77 -1.78
H 4.53 0.99 -1.07
H 3.24 0.83 0.17
H 2.92 -2.01 -0.59
H 3.11 2.10 -1.06
Cl -0.03 -1.48 -3.10
C -2.10 -1.03 2.88
N -1.63 0.15 2.15
C -2.30 1.41 2.55
P -0.07 0.26 1.59
O -0.08 0.96 0.25
N 0.91 1.13 2.64
C 1.81 2.21 2.20
C 0.74 0.99 4.08
N 0.54 -1.29 1.57
C 0.03 -2.23 0.53
C 1.89 -1.53 2.06
H -3.20 -0.98 2.95
H -1.66 -1.07 3.88
H -1.82 -1.94 2.35
H -2.00 1.71 3.56
H -2.07 2.22 1.84
H -3.40 1.24 2.53
H 1.54 2.52 1.18
H 1.74 3.07 2.88
H 2.86 1.87 2.17
H 0.74 1.98 4.57
H -0.23 0.50 4.28
H 1.53 0.37 4.54
H 0.14 -1.84 -0.51
H 0.59 -3.18 0.59
H -1.04 -2.45 0.68
H 2.65 -0.99 1.48
H 1.96 -1.17 3.09
H 2.13 -2.60 2.04
*
```

HOMO energy (spin up / spin down) (eV): -14.493 / -14.512
Expectation value of S²: 6.3568
LUMO energy (spin up / spin down) (eV): -9.56 / -9.54
Energy above the lowest of the compared OMol25 structures with the same formula, charge and spin (kJ/mol): 87.82
Frontier orbital gap (spin up / spin down) (eV): 4.935 / 4.976

***

[7]
This record from the Open Molecules 2025 dataset describes a 8-piece molecular cluster, C38H69BF3NO15P overall at a distorted geometry. The level of theory is ωB97M-V/def2-TZVPD.

```
! wB97M-V def2-TZVPD RIJCOSX def2/J DEFGRID3
* xyz 1 1
C 1.01 2.44 -0.07
O 0.55 1.95 1.21
B -0.40 0.96 1.14
O -1.73 1.18 1.32
C 0.13 -0.55 0.87
C 0.48 -0.86 -0.42
C 0.94 -2.15 -0.72
C 1.37 -2.48 -2.15
O 2.49 -2.87 -2.35
O 0.48 -2.27 -3.15
C 0.97 -3.07 0.32
C 0.61 -2.70 1.59
C 0.69 -3.79 2.66
O 1.79 -3.56 3.53
C 2.89 -4.29 3.21
F 3.24 -4.10 1.92
F 3.87 -3.84 3.98
F 2.75 -5.60 3.41
N 0.21 -1.44 1.87
C -0.12 -1.10 3.24
P -1.88 -1.62 3.60
O -2.50 -2.30 2.46
O -1.85 -2.55 4.94
O -2.64 -0.28 4.05
H 0.24 2.31 -0.85
H 1.24 3.51 0.04
H 1.93 1.90 -0.33
H -1.82 1.93 1.93
H 0.42 -0.14 -1.23
H -0.40 -2.34 -2.75
H 1.30 -4.09 0.12
H 0.78 -4.77 2.17
H -0.28 -3.81 3.19
H -0.04 -0.04 3.50
H 0.50 -1.62 3.98
H -0.96 -2.42 5.32
H -3.53 -0.33 3.66
C -6.33 2.60 3.12
C -6.04 2.82 1.64
C -4.55 2.57 1.56
O -4.23 1.62 2.59
C -5.37 1.47 3.46
H -7.36 2.36 3.34
H -6.06 3.50 3.68
H -6.57 2.07 1.05
H -6.33 3.80 1.27
H -3.98 3.49 1.77
H -4.23 2.19 0.59
H -5.82 0.49 3.26
H -5.04 1.50 4.50
C 5.28 -1.80 6.25
C 5.64 -0.65 7.18
C 4.28 -0.27 7.74
O 3.49 -1.47 7.77
C 4.16 -2.49 7.02
H 6.12 -2.47 6.03
H 4.90 -1.41 5.30
H 6.29 -1.01 7.98
H 6.14 0.17 6.68
H 3.77 0.45 7.09
H 4.34 0.15 8.74
H 4.56 -3.22 7.73
H 3.45 -2.99 6.37
C 9.35 -0.63 2.84
C 9.71 0.52 3.77
C 8.35 0.90 4.33
O 7.56 -0.30 4.36
C 8.23 -1.32 3.61
H 10.19 -1.30 2.62
H 8.97 -0.24 1.90
H 10.36 0.15 4.58
H 10.22 1.34 3.28
H 7.85 1.63 3.69
H 8.41 1.32 5.34
H 8.63 -2.05 4.32
H 7.52 -1.82 2.95
C -5.22 1.28 -3.65
C -3.87 1.40 -2.97
C -3.72 2.91 -2.84
O -5.04 3.44 -2.70
C -6.00 2.42 -3.02
H -5.70 0.31 -3.51
H -5.11 1.45 -4.72
H -3.91 0.94 -1.97
H -3.05 0.94 -3.52
H -3.27 3.34 -3.74
H -3.12 3.20 -1.97
H -6.47 2.10 -2.08
H -6.76 2.83 -3.68
C 6.36 -1.11 0.05
C 5.23 -1.84 0.76
C 4.16 -0.75 0.85
O 4.33 0.09 -0.30
C 5.59 -0.23 -0.93
H 7.06 -1.77 -0.45
H 6.91 -0.49 0.76
H 4.87 -2.67 0.15
H 5.51 -2.23 1.74
H 4.29 -0.14 1.74
H 3.15 -1.16 0.85
H 5.37 -0.76 -1.86
H 6.11 0.70 -1.17
C -4.17 3.86 -8.57
C -5.17 4.60 -7.68
C -5.51 3.54 -6.65
O -4.34 2.72 -6.49
C -3.41 3.02 -7.55
H -3.52 4.52 -9.14
H -4.70 3.21 -9.27
H -4.68 5.45 -7.20
H -6.04 4.96 -8.22
H -6.33 2.90 -6.99
H -5.78 3.97 -5.68
H -2.58 3.58 -7.12
H -3.03 2.09 -7.97
C -4.18 -1.57 -7.33
C -5.32 -0.57 -7.41
C -6.50 -1.40 -6.92
O -5.97 -2.36 -5.99
C -4.54 -2.36 -6.08
H -3.20 -1.11 -7.27
H -4.20 -2.23 -8.20
H -5.14 0.26 -6.72
H -5.48 -0.16 -8.40
H -6.97 -1.95 -7.74
H -7.27 -0.80 -6.42
H -4.15 -1.88 -5.18
H -4.18 -3.39 -6.11
*
```

HOMO energy (eV): -10.888
LUMO energy (eV): -4.45
Frontier orbital gap (eV): 6.443

***

[8]
This record from the Open Molecules 2025 dataset describes C9H18CsNO as an isolated structure at a distorted geometry. The level of theory is ωB97M-V/def2-TZVPD.

```
! wB97M-V def2-TZVPD RIJCOSX def2/J DEFGRID3
* xyz 0 1
Cs 11.19 -1.61 -14.08
C 9.88 -7.04 -12.00
C 9.36 -5.82 -12.80
C 7.85 -5.92 -12.96
C 7.13 -5.51 -11.68
C 7.47 -4.06 -11.39
C 9.02 -3.86 -11.24
N 9.75 -4.52 -12.32
O 11.15 -4.35 -12.27
C 9.43 -4.41 -9.87
C 9.25 -2.36 -11.32
C 9.96 -6.00 -14.22
H 10.88 -6.85 -11.59
H 9.92 -7.88 -12.68
H 9.25 -7.31 -11.15
H 7.54 -6.91 -13.30
H 7.57 -5.23 -13.77
H 7.38 -6.12 -10.81
H 6.08 -5.73 -11.90
H 7.07 -3.77 -10.42
H 7.14 -3.45 -12.23
H 10.49 -4.32 -9.63
H 9.29 -5.49 -9.80
H 8.86 -4.01 -9.03
H 8.81 -1.89 -12.20
H 10.32 -2.15 -11.30
H 8.90 -1.88 -10.40
H 11.03 -6.22 -14.17
H 9.90 -5.05 -14.78
H 9.49 -6.78 -14.83
*
```

HOMO energy (eV): -4.989
LUMO energy (eV): -0.79
Energy above the lowest of the compared OMol25 structures with the same formula, charge and spin (kJ/mol): 47.09
Frontier orbital gap (eV): 4.196

***

[9]
This record from the Open Molecules 2025 dataset describes a 2-piece molecular cluster, C5H11N3O overall at a distorted geometry. The level of theory is ωB97M-V/def2-TZVPD.

```
! wB97M-V def2-TZVPD RIJCOSX def2/J DEFGRID3
* xyz 0 1
C 1.73 -0.85 -1.29
C 1.15 -0.03 -0.18
N 0.20 2.00 0.38
N 1.88 -0.04 1.02
N 0.42 1.00 -0.54
H 0.95 2.11 1.06
H -0.12 2.83 -0.09
H 2.51 -0.82 1.10
H 1.28 0.02 1.84
H 2.78 -0.62 -1.44
H 1.18 -0.66 -2.21
H 1.65 -1.91 -1.05
C -0.93 -1.06 0.59
C -1.98 0.04 0.50
C -2.84 0.12 -0.52
O -0.46 -1.41 1.66
H -0.98 -1.73 -0.28
H -2.10 0.63 1.39
H -2.71 -0.48 -1.41
H -3.63 0.85 -0.54
*
```

HOMO energy (eV): -8.165
SMILES string: C/C(N)=N/N.C=CC=O
LUMO energy (eV): 0.78
Energy above the lowest of the compared OMol25 structures with the same formula, charge and spin (kJ/mol): 281.72
Frontier orbital gap (eV): 8.943